59
Properties=species:S:1:pos:R:3 method="wB97M-V/def2-TZVPD" total_charge=-1 multiplicity=4 e_tot_ha=-3582.3573
Co 2.06 -0.51 -0.65
C 2.39 2.20 1.66
C 3.58 1.57 1.04
N 3.54 0.60 0.18
C 4.78 0.18 -0.25
C 5.84 0.88 0.31
S 5.22 2.08 1.41
C 4.80 -0.88 -1.21
C 5.89 -1.47 -1.84
S 5.32 -2.70 -2.94
C 3.67 -2.34 -2.48
N 3.58 -1.39 -1.59
C 2.50 -3.06 -3.05
H 1.49 1.79 1.21
H 2.40 3.29 1.52
H 2.36 2.01 2.73
H 6.89 0.76 0.17
H 6.94 -1.26 -1.73
H 2.80 -3.73 -3.85
H 1.77 -2.34 -3.43
H 2.00 -3.64 -2.27
C 0.27 -0.68 -0.06
C -0.65 -0.79 0.80
C -1.65 -0.85 1.70
C -2.69 -1.87 1.64
C -3.61 -2.05 2.68
C -4.59 -3.02 2.62
C -4.69 -3.85 1.51
C -3.78 -3.70 0.47
C -2.79 -2.73 0.53
C -1.73 0.31 2.63
C -2.90 1.08 2.69
C -2.96 2.23 3.46
C -1.85 2.63 4.21
C -0.69 1.87 4.15
C -0.63 0.73 3.37
H -3.54 -1.41 3.56
H -5.29 -3.14 3.44
H -5.46 -4.61 1.45
H -3.84 -4.34 -0.40
H -2.10 -2.60 -0.29
H -3.76 0.78 2.10
H -3.86 2.83 3.47
H -1.90 3.53 4.81
H 0.18 2.18 4.72
H 0.28 0.15 3.33
O -0.15 -0.15 -2.64
B 0.16 0.25 -1.31
O -0.18 1.62 -1.16
C -0.75 2.00 -2.33
C -1.35 3.20 -2.64
C -1.94 3.30 -3.90
C -1.91 2.25 -4.81
C -1.28 1.04 -4.49
C -0.73 0.93 -3.23
H -1.37 4.01 -1.93
H -2.46 4.22 -4.17
H -2.38 2.37 -5.77
H -1.25 0.22 -5.19